## i
The following is a quantum chemistry calculation of a single CH5NOP2 molecule, from the OMol25 dataset.

Output
M (g mol⁻¹): 109.005
Structure (SMILES): O=CN[PH]#[PH2]
Charge: 0
Orbital gap (eV): 9.35

Geometry (Å):
1 H -1.592 -0.548 1.323
2 H -2.285 0.912 0.054
3 C -1.230 0.853 -0.113
4 O -0.524 1.372 -0.934
5 P 0.792 -0.657 1.272
6 N -0.790 -0.142 0.849
7 H 1.674 -0.808 -1.062
8 H 2.989 -0.091 0.461
9 P 1.767 0.397 -0.323
10 H 1.156 0.631 1.894

## ii
The following is a quantum chemistry calculation of a single CH5NOP2 molecule, from the OMol25 dataset.

Output
M (g mol⁻¹): 109.005
Structure (SMILES): NC(=O)[PH]#[PH2]
Charge: 0
Orbital gap (eV): 9.48

Geometry (Å):
1 H -2.304 0.089 -0.774
2 H 2.288 0.075 0.165
3 H -2.598 1.872 0.259
4 P -0.110 0.997 0.259
5 C 0.487 -0.792 -0.300
6 H 0.438 0.969 1.469
7 N 1.861 -0.790 -0.042
8 H 2.343 -1.438 -0.650
9 O -0.239 -1.529 -0.948
10 P -2.166 0.546 0.562

ii takes first place; second place is 51.1 kJ/mol up.

## i
The following is a quantum chemistry calculation of 2 unconnected molecules or ions with the total composition C2H3ClFNO, from the OMol25 dataset.

Output
M (g mol⁻¹): 111.503
Charge: 0
Orbital gap (spin up / spin down) (eV): 8.84 / 8.47

Geometry (Å):
1 Cl -1.420 -1.423 0.717
2 H 1.203 0.944 0.828
3 N 0.119 -0.753 0.527
4 F 1.126 0.032 -2.323
5 O -1.067 -0.468 -2.368
6 C -0.031 -0.340 -1.844
7 C 0.269 0.502 1.176
8 H 0.365 0.307 2.252
9 H -0.563 1.199 1.034

## ii
The following is a quantum chemistry calculation of a single C2H3ClFNO molecule, from the OMol25 dataset.

Output
M (g mol⁻¹): 111.503
Structure (SMILES): C/C(F)=N/OCl
Charge: 0
Orbital gap (spin up / spin down) (eV): 7.61 / 7.61

Geometry (Å):
1 N -0.996 0.282 -0.101
2 Cl -3.743 -0.806 -0.264
3 H 1.476 -0.742 -1.071
4 O -2.188 0.587 -0.049
5 H 1.153 -1.351 0.631
6 C 1.288 -0.431 0.039
7 C 0.219 0.623 0.080
8 H 2.147 -0.023 0.362
9 F 0.643 1.861 0.373

i takes first place; second place is 109.0 kJ/mol up.